[1]
Molecular formula: C6H4HgN5O5
Method: DFT, wB97M-V/def2-TZVPD

```
21
Properties=species:S:1:pos:R:3
Hg 1.31 0.49 -0.55
O -1.78 2.52 -1.96
O -1.88 -2.80 -1.56
O 1.38 1.81 -4.43
O -1.97 0.08 1.55
O 1.83 -2.68 1.87
N 1.07 1.87 1.01
N 1.39 3.77 1.92
N 1.31 2.89 2.98
N 1.37 3.14 0.71
N 2.22 4.85 2.07
C -1.20 -1.93 -1.27
C 1.74 -2.03 0.94
C -1.04 1.68 -1.76
C -1.02 -0.09 0.95
C 1.40 1.28 -3.42
C 1.02 1.75 2.37
H 1.50 -0.76 -1.57
H 2.10 5.23 2.99
H 0.83 0.85 2.95
H 2.18 5.49 1.29
```

## Properties
Net charge: +1
2S+1: 1
Relative energy (zero: lowest compared OMol25 entry of this formula, charge and spin): 7.8 kcal per mole
HOMO-LUMO gap: 9.65 eV
HOMO: -13.99 eV



[2]
Molecular formula: C16H31ClFN3O3P
Method: DFT, wB97M-V/def2-TZVPD

```
56
Properties=species:S:1:pos:R:3
Cl -1.35 -0.35 2.82
P 2.24 -3.27 -1.20
F -4.77 -3.12 -0.71
O 4.27 2.65 -0.48
O -1.48 -4.98 -3.34
O -2.63 4.79 2.39
N -0.63 -1.36 1.62
N -0.52 -3.34 -0.07
N 1.79 -2.97 -2.76
C 4.91 3.70 -0.40
C -3.23 5.02 4.69
C 6.41 3.68 -0.24
C -2.01 -4.13 -4.06
C -2.59 4.32 3.52
C -1.89 3.02 3.80
C 1.93 -0.27 1.28
C -2.87 -3.12 1.11
C -1.32 -2.53 0.94
C 1.27 1.21 0.88
C 0.73 -1.37 0.97
C -3.10 -3.24 -3.55
C -3.76 -2.28 -0.02
C 4.23 5.04 -0.44
C 0.82 -2.64 -0.08
C -1.58 -3.96 -5.49
H 2.33 -4.73 -1.05
H 6.76 2.65 -0.22
H -1.48 2.62 2.86
H -2.90 -4.27 0.90
H 6.69 4.17 0.70
H -2.47 5.27 5.43
H -2.42 -4.15 -6.16
H 2.02 1.90 0.31
H 0.39 0.98 0.12
H 3.15 4.90 -0.56
H 2.50 -2.37 -3.22
H -2.99 -1.85 -0.83
H -4.00 4.39 5.13
H -2.79 -2.19 -3.61
H 2.78 -0.49 0.47
H -2.61 2.29 4.20
H 6.88 4.20 -1.08
H 4.41 5.58 0.49
H -0.78 -4.67 -5.72
H -3.25 -2.90 2.20
H -1.20 -2.94 -5.64
H 3.54 -2.66 -0.90
H -3.31 -3.48 -2.50
H -1.07 3.17 4.50
H -4.02 -3.40 -4.13
H 2.34 -0.31 2.37
H -3.70 5.95 4.34
H -0.84 -4.16 -0.63
H 4.60 5.62 -1.30
H -4.20 -1.33 0.52
H 0.76 1.72 1.81
```

## Properties
Net charge: +1
2S+1: 1
Relative energy (zero: lowest compared OMol25 entry of this formula, charge and spin): 160.5 kcal per mole
HOMO-LUMO gap: 7.14 eV
HOMO: -11.40 eV



[3]
Molecular formula: C19H20F3N3O3
Method: DFT, wB97M-V/def2-TZVPD

```
48
Properties=species:S:1:pos:R:3
F 5.89 -1.08 -4.43
F 4.57 -2.81 -4.90
F 6.71 -3.10 -4.30
O -8.38 1.56 1.54
O -8.29 0.17 3.31
O 2.16 -0.78 0.89
N -4.66 0.30 0.00
N -1.51 1.30 3.10
N -0.68 1.35 2.01
C 5.11 -2.46 -2.64
C 5.08 -3.62 -0.49
C -7.77 0.78 2.22
C 2.76 -0.68 -0.33
C 4.30 -1.48 -2.16
C -6.07 0.63 0.34
C 0.33 0.47 2.03
C 3.79 -1.57 -0.82
C -3.85 0.89 2.33
C 4.15 -2.67 -0.03
C 2.26 0.39 -1.05
C -5.32 1.22 2.68
C 5.52 -3.53 -1.82
C -3.65 1.03 0.81
C -6.31 0.42 1.84
C 5.58 -2.38 -4.10
C 1.27 1.00 -0.21
C -2.88 1.82 3.07
C 1.23 0.23 0.92
H 5.43 -4.45 0.10
H -6.75 0.02 -0.25
H 2.51 0.75 -2.04
H -4.52 -0.68 -0.01
H -5.49 2.30 2.57
H -3.62 2.09 0.52
H -9.17 0.55 3.41
H -5.46 0.86 3.71
H 0.69 1.91 -0.49
H -6.19 1.67 0.03
H -3.22 2.02 4.10
H 3.73 -2.81 0.97
H 3.99 -0.64 -2.79
H -2.67 0.59 0.61
H -2.87 2.81 2.56
H -3.66 -0.13 2.62
H -1.27 0.59 3.81
H -6.14 -0.65 2.00
H 0.36 -0.20 2.82
H 6.23 -4.29 -2.17
```

## Properties
2S+1: 1
Relative energy (zero: lowest compared OMol25 entry of this formula, charge and spin): 61.9 kcal per mole
HOMO-LUMO gap: 7.40 eV
SMILES string: O=C(O)[C@H]1CNC[C@@H](CN/N=C/c2ccc(-c3cccc(C(F)(F)F)c3)o2)C1
HOMO: -7.38 eV



[4]
Molecular formula: C4H6O2
Method: DFT, wB97M-V/def2-TZVPD

```
12
Properties=species:S:1:pos:R:3
O 2.71 0.04 -1.08
O -0.42 0.19 0.79
C -1.26 -0.94 0.30
C -0.18 1.35 -0.12
C 1.80 -0.21 -0.31
C 0.46 0.17 -0.62
H -1.78 -1.22 1.21
H -1.10 1.75 -0.55
H 1.94 -0.86 0.59
H 0.44 2.11 0.37
H -0.69 -1.79 -0.09
H -1.92 -0.60 -0.50
```

## Properties
2S+1: 1
Relative energy (zero: lowest compared OMol25 entry of this formula, charge and spin): 129.4 kcal per mole
HOMO-LUMO gap: 8.98 eV
HOMO: -8.28 eV



[5]
Molecular formula: C26H51Cl22I2S
Method: DFT, wB97M-V/def2-TZVPD

```
102
Properties=species:S:1:pos:R:3
I 2.29 -5.17 -3.83
I 3.88 -8.33 -2.94
Cl -1.34 2.63 -6.27
Cl 6.05 -2.11 -1.04
Cl -2.27 -2.61 0.29
Cl -2.03 -0.97 3.36
Cl -3.56 -7.28 -9.13
Cl -1.72 -5.95 0.04
Cl -3.05 8.77 4.77
Cl -0.20 8.42 6.54
Cl -5.17 1.09 4.20
Cl 5.54 1.23 -1.01
Cl -2.14 2.03 -3.02
Cl -2.84 4.37 7.08
Cl 3.20 4.00 -1.68
Cl -4.73 -2.23 5.06
Cl 1.87 0.68 1.62
Cl 3.83 6.76 -3.57
Cl -0.65 -1.96 -3.93
Cl -0.50 0.27 -0.75
Cl -1.31 1.98 4.95
Cl -0.03 4.05 8.90
Cl -1.04 -5.32 -3.60
Cl -3.61 -5.39 -6.31
S 5.41 -4.14 -4.27
C -2.19 -2.86 -4.02
C -3.41 -3.92 0.69
C 5.10 -1.19 0.18
C -1.88 0.47 5.69
C 4.40 -0.02 -0.45
C -0.58 9.74 5.41
C 5.01 5.82 -2.62
C 4.68 4.35 -2.60
C -6.16 -1.19 5.37
C 6.45 -6.84 -3.45
C -2.18 -4.04 -3.08
C -0.42 5.39 7.79
C -2.04 10.09 5.43
C 4.53 -2.59 -4.16
C -0.52 1.95 -3.76
C -1.36 -0.76 5.01
C -2.65 -5.78 -8.84
C -2.22 -5.65 -7.41
C -0.75 0.83 0.93
C -6.41 -0.19 4.28
C 4.95 -6.64 -3.45
C -2.73 -5.13 1.26
C 0.39 1.67 1.42
C 4.35 -5.48 -3.77
C -0.33 2.98 -4.84
C -1.90 5.70 7.80
H 0.16 2.10 2.39
H -2.22 10.97 4.82
H -1.77 -5.81 -9.48
H -7.36 0.31 4.47
H -0.08 5.11 6.79
H -3.16 -4.50 -3.03
H 5.98 5.97 -3.08
H -2.97 0.50 5.68
H 6.78 -7.00 -4.48
H 6.98 -5.97 -3.05
H 0.70 2.97 -5.17
H -3.49 -5.85 1.58
H -0.28 -0.75 4.92
H 4.55 3.97 -3.61
H -4.12 -3.52 1.42
H -0.38 0.94 -4.14
H 6.26 -4.03 -3.24
H -7.01 -1.86 5.44
H 5.09 -1.91 -4.81
H 0.20 2.13 -2.96
H 6.73 -7.69 -2.83
H -1.67 1.42 0.93
H 4.59 -2.23 -3.13
H -2.10 6.59 7.21
H -1.66 -1.64 5.58
H 0.01 10.60 5.71
H -6.45 -0.67 3.30
H -6.01 -0.71 6.34
H -2.36 -3.16 -5.05
H 5.49 3.80 -2.12
H -3.96 -4.17 -0.21
H -2.39 10.29 6.44
H -3.28 -4.94 -9.15
H 4.37 -1.88 0.60
H -2.98 -2.17 -3.72
H -2.26 5.86 8.82
H 3.73 0.45 0.27
H -0.26 9.43 4.42
H -0.58 3.97 -4.49
H 3.80 -0.33 -1.31
H -0.90 -0.04 1.55
H -2.10 -4.89 2.11
H 3.51 -2.70 -4.52
H -1.89 -3.73 -2.08
H 0.16 6.25 8.13
H -1.54 0.48 6.73
H 5.79 -0.88 0.96
H -1.57 -4.78 -7.29
H 0.63 2.48 0.73
H 5.03 6.23 -1.61
H -1.70 -6.53 -7.07
```

## Properties
Net charge: +1
2S+1: 1
HOMO-LUMO gap: 8.37 eV
HOMO: -11.56 eV



[6]
Molecular formula: C4H15N3O
Method: DFT, wB97M-V/def2-TZVPD

```
23
Properties=species:S:1:pos:R:3
O -1.74 -2.71 0.92
N 0.95 1.34 -1.11
N -0.02 -2.03 -0.54
N 1.26 0.18 -0.31
C -0.19 1.05 -1.98
C -0.46 -0.58 1.96
C 0.71 2.50 -0.26
C -1.04 -1.73 0.29
H 0.72 0.13 0.63
H 2.26 0.17 -0.14
H -0.17 2.37 0.40
H 0.04 0.17 -2.58
H 0.17 -1.32 2.47
H -1.73 -0.98 -0.08
H -1.12 0.88 -1.42
H 0.73 -0.95 -0.65
H -1.13 -3.42 1.20
H 0.51 -2.84 -0.23
H 1.59 2.69 0.36
H -0.11 0.43 2.21
H -1.45 -0.62 2.42
H 0.54 3.37 -0.90
H -0.33 1.90 -2.65
```

## Properties
2S+1: 1
Relative energy (zero: lowest compared OMol25 entry of this formula, charge and spin): 108.9 kcal per mole
HOMO-LUMO gap: 8.21 eV
HOMO: -7.31 eV



[7]
Molecular formula: H21O11
Method: DFT, wB97M-V/def2-TZVPD

```
32
Properties=species:S:1:pos:R:3
O -1.99 -1.05 1.67
O 0.44 -1.57 2.86
O 2.09 -0.99 -1.92
O -1.23 -1.22 -2.25
O 0.13 0.41 -0.58
O -1.54 2.09 -2.12
O 1.09 0.97 1.81
O 1.63 2.60 -0.74
O -0.76 -2.90 -0.04
O -2.04 1.56 0.63
O 2.94 -0.65 0.71
H 0.68 1.79 2.06
H 2.10 -1.95 -1.70
H 0.91 -0.85 2.46
H 0.71 0.95 0.84
H -1.26 1.00 0.37
H -2.04 -0.18 1.33
H 1.31 -0.44 -1.74
H -1.53 -0.92 -2.98
H -0.97 1.56 -1.66
H 0.47 -0.50 -0.37
H -2.55 1.52 -0.22
H -0.66 -0.58 -1.73
H -0.92 -2.47 -1.03
H -0.53 -1.51 2.88
H 2.39 -0.25 1.30
H -2.59 -1.17 2.34
H 1.21 1.76 -0.51
H 2.52 2.51 -0.27
H 2.86 -0.38 -0.18
H -1.65 3.01 -1.84
H -1.23 -2.19 0.61
```

## Properties
Net charge: -1
2S+1: 1
Relative energy (zero: lowest compared OMol25 entry of this formula, charge and spin): 57.3 kcal per mole
HOMO-LUMO gap: 9.71 eV
HOMO: -6.69 eV



[8]
Molecular formula: C48H92N4O28
Method: DFT, wB97M-V/def2-TZVPD

```
172
Properties=species:S:1:pos:R:3
O -3.78 17.30 12.34
O -11.44 15.46 16.85
O -0.10 17.26 23.66
O -3.77 11.72 22.65
O 0.82 14.68 19.76
O -2.88 24.69 13.47
O -4.37 10.11 14.30
O -3.68 8.01 14.27
O -6.86 20.41 14.82
O -6.56 9.50 17.17
O -9.90 17.06 16.86
O 2.18 15.71 15.23
O -4.39 15.36 19.61
O -0.11 18.10 17.61
O -2.06 16.82 22.62
O -6.76 13.83 20.66
O 2.41 13.49 14.91
O -8.93 14.23 20.27
O -3.69 13.95 22.84
O -0.52 18.08 21.62
O -9.32 15.04 16.12
O -11.92 11.02 17.58
O -8.16 12.15 20.17
O -0.53 13.89 21.38
O 1.38 14.88 21.91
O -5.37 12.81 23.78
O 1.17 14.24 16.59
O -2.26 9.62 14.89
N -9.18 10.04 17.01
N -6.08 22.84 13.57
N -1.70 18.10 14.30
N -4.43 14.90 18.27
C -4.58 14.95 23.35
C -10.39 9.71 16.27
C -11.38 10.85 16.28
C 1.03 17.52 18.21
C -12.00 16.53 17.59
C 0.91 12.84 16.51
C -4.05 14.73 15.47
C -5.41 15.10 16.05
C -5.09 23.88 13.36
C -6.83 20.55 13.41
C -1.37 18.56 15.65
C -6.90 10.86 17.03
C -1.74 18.33 20.88
C -4.96 7.96 13.64
C -7.70 19.40 15.27
C -5.72 21.52 13.11
C -2.64 19.03 13.66
C 1.97 14.60 15.57
C -5.28 15.73 17.43
C -3.01 13.01 18.75
C -6.69 15.74 18.03
C -3.38 13.77 16.43
C -8.22 10.89 16.30
C -0.25 17.76 16.26
C 0.92 14.31 23.15
C -7.85 13.44 20.41
C -3.33 9.28 14.52
C -10.14 15.77 16.57
C -2.61 17.15 21.32
C -11.12 17.71 17.20
C -5.24 9.31 17.70
C 0.60 14.47 20.91
C -9.93 13.49 19.56
C -4.81 17.19 17.27
C -0.83 17.38 22.73
C -12.79 12.14 17.62
C -5.51 9.38 13.83
C -3.08 18.52 12.31
C 2.11 12.35 15.71
C -1.54 24.57 13.86
C -0.51 13.93 22.80
C -5.02 17.38 13.01
C -2.00 15.17 18.05
C -9.54 12.02 19.82
C -5.59 14.15 24.18
C -3.20 14.24 17.87
C -4.23 12.72 23.06
C -3.70 23.63 13.93
H -8.69 9.21 17.31
H -3.26 22.67 13.61
H -10.98 18.48 17.95
H -2.21 18.57 16.37
H -11.52 18.20 16.31
H -4.03 15.69 23.93
H -5.46 24.80 13.82
H -5.63 18.16 12.53
H -4.50 9.77 17.03
H -3.67 17.35 21.38
H 1.95 17.91 17.73
H -6.69 19.58 12.92
H -6.60 14.50 23.97
H -4.00 17.24 16.53
H -1.66 15.16 19.08
H -2.18 20.02 13.60
H -3.45 15.62 15.25
H -2.11 17.17 14.35
H -5.05 8.25 17.75
H -10.89 11.76 15.94
H -7.29 16.44 17.45
H 0.67 17.92 15.68
H -1.02 19.58 15.49
H -6.69 16.13 19.05
H -5.20 9.84 18.65
H -6.97 11.36 18.01
H 2.94 12.08 16.37
H 1.06 16.43 18.06
H -7.48 18.44 14.78
H 1.00 17.78 19.26
H -4.81 21.14 13.59
H -0.83 12.98 23.23
H -4.38 17.53 18.21
H -10.93 13.82 19.80
H -1.44 24.25 14.90
H -0.46 16.68 16.17
H 0.93 15.05 23.93
H -1.25 14.65 23.14
H -5.93 9.80 12.92
H -2.38 13.56 16.03
H -3.69 19.29 11.81
H -10.15 9.48 15.21
H -9.87 13.68 18.48
H -12.23 10.57 15.64
H -1.02 23.83 13.23
H -3.98 12.54 18.97
H -2.57 13.21 19.72
H -12.17 13.04 17.61
H -9.70 11.45 18.91
H -7.61 19.32 16.35
H -0.03 12.66 15.99
H -2.22 16.19 17.73
H -7.12 14.74 18.06
H -6.39 22.76 14.53
H -3.87 12.79 16.40
H -13.06 16.65 17.40
H -6.08 14.24 16.08
H -5.08 15.46 22.52
H -8.66 11.88 16.17
H 1.54 13.43 23.32
H -13.26 12.09 18.60
H -10.14 11.58 20.62
H -5.55 21.49 12.03
H -5.63 17.85 17.01
H -2.21 18.36 11.68
H -4.15 14.16 14.54
H -7.81 20.94 13.11
H -5.93 15.78 15.37
H -4.95 17.58 14.08
H -5.55 7.15 14.07
H -4.98 14.73 20.05
H -6.26 9.43 14.62
H -1.14 14.85 17.46
H -2.42 12.24 18.24
H -13.58 12.11 16.86
H -1.06 25.52 13.65
H -2.12 19.29 21.25
H 1.84 11.51 15.08
H -7.98 10.51 15.29
H -1.57 18.34 19.81
H -5.54 16.44 12.87
H -3.71 23.66 15.03
H -3.53 19.14 14.31
H -6.14 11.42 16.47
H 0.88 12.37 17.49
H -10.81 8.81 16.72
H -11.92 16.32 18.66
H -8.76 19.62 15.04
H -5.45 14.30 25.26
H -2.37 16.30 20.68
H -4.86 7.73 12.58
H -5.02 24.11 12.30
```

## Properties
2S+1: 1
Relative energy (zero: lowest compared OMol25 entry of this formula, charge and spin): 66.8 kcal per mole
HOMO-LUMO gap: 7.74 eV
SMILES string: CC1(C)CCCC(C)(C)N1O.COCCNCCOC.COCCNCCOC.COCCNCCOC.O=C1OCCO1.O=C1OCCO1.O=C1OCCO1.O=C1OCCO1.O=C1OCCO1.O=C1OCCO1.O=C1OCCO1
HOMO: -7.64 eV



| no. | DFT total energy (eV) | M (g mol⁻¹) |
| --- | --- | --- |
| 1 | -28137.74997 | 426.72 |
| 2 | -52220.68116 | 398.87 |
| 3 | -38791.63870 | 395.38 |
| 4 | -8334.84876 | 86.09 |
| 5 | -330314.28292 | 1429.53 |
| 6 | -10904.81894 | 121.18 |
| 7 | -22864.44881 | 197.16 |
| 8 | -114554.70779 | 1173.26 |